The following is a DFT calculation (the ωB97M-V functional and the def2-TZVPD basis) of C6H5NO2S as an isolated structure at a distorted geometry.

Last column: natural (NBO) charge in e.
Cartesian coordinates (Å):
1 S 1.51274 0.00161 1.34456  0.37
2 O -0.44675 -3.80910 0.78887  -0.28
3 O -2.17987 -3.50625 -0.52730  -0.30
4 N -1.17229 -3.31399 0.02547  0.60
5 C -0.24562 2.21930 0.60699  -0.65
6 C -0.20378 0.01030 -0.65218  0.06
7 C 0.59459 -1.29292 0.69168  -0.15
8 C 0.53111 1.02776 0.22802  -0.20
9 C -0.26925 -1.37105 -0.25442  -0.20
10 C 0.87799 0.73616 -1.23640  -0.46
11 H 0.65408 1.46675 -2.01910  0.26
12 H -0.56808 2.23531 1.63124  0.24
13 H 0.35959 3.16499 0.66807  0.22
14 H 1.77537 0.21433 -1.40728  0.23
15 H -1.21981 2.21680 0.11178  0.24

For the energy above the lowest of the compared OMol25 structures with the same formula, charge and spin, the calculation gives 209.7 kcal/mol. The charge is 0. The spin multiplicity is 1. The calculation puts the orbital gap (alpha / beta) at 6.971 / 7.349 eV. The LUMO energy (alpha / beta) comes out at -1.02 / -0.84 eV.

***

The following is a DFT calculation (the ωB97M-V functional and the def2-TZVPD basis) of one molecule with the formula C9H16N2O2 at a distorted geometry.

Last column: natural (NBO) charge in e.
Cartesian coordinates (Å):
1 O 3.17793 -0.14171 0.32948  -0.25
2 O 3.28818 -1.28333 -0.52273  -0.26
3 N 2.21214 1.88003 0.34721  -0.48
4 N -0.85947 1.90279 0.05092  -0.43
5 C 3.84760 -2.34936 0.20017  -0.26
6 C -0.98976 0.79481 -0.52525  0.18
7 C -2.26644 -1.25763 -1.11141  -0.60
8 C 0.04282 2.90165 -0.20922  -0.08
9 C -1.23216 -0.95377 1.15660  -0.59
10 C 2.39248 0.78758 -0.23852  0.40
11 C -1.94261 -0.24731 -0.01017  -0.13
12 C 1.37891 2.89858 -0.06771  -0.08
13 C -3.22024 0.42068 0.50177  -0.60
14 H -0.44367 3.86133 -0.34245  0.20
15 H -1.36804 -1.76617 -1.44385  0.21
16 H -2.71646 -0.76104 -1.97050  0.21
17 H -2.96705 -2.00504 -0.74374  0.21
18 H -1.88892 -1.69840 1.59994  0.21
19 H 1.89279 3.85139 -0.08538  0.20
20 H -2.97526 1.10712 1.30647  0.23
21 H -0.95915 -0.22497 1.91637  0.22
22 H -3.69933 0.98238 -0.29722  0.21
23 H -3.92024 -0.32677 0.87142  0.20
24 H -0.32549 -1.44863 0.81306  0.20
25 H 1.95806 0.47325 -1.20039  0.15
26 H 3.93829 -3.14317 -0.53996  0.21
27 H -0.38105 0.50110 -1.39539  0.14
28 H 3.19325 -2.66741 1.01742  0.18
29 H 4.83288 -2.08797 0.59307  0.19

As for the SMILES: COO/C=N/C=C\N=C\C(C)(C)C. For the energy above the lowest of the compared OMol25 structures with the same formula, charge and spin, the calculation gives 138.0 kcal/mol. The charge is 0. The spin multiplicity is 1. The calculation puts the orbital gap at 8.789 eV. The LUMO energy comes out at 0.76 eV.

***

The following is a DFT calculation (the ωB97M-V functional and the def2-TZVPD basis) of C5H7F6N2O5RbS2 as an isolated structure at a distorted geometry.

Last column: natural (NBO) charge in e.
Cartesian coordinates (Å):
1 Rb 7.47373 -15.78003 12.46520  0.98
2 S 5.21263 -16.97987 15.63941  2.06
3 S 4.71749 -18.24762 13.39787  2.02
4 F 6.42598 -16.00693 17.72083  -0.28
5 F 7.26080 -14.97189 16.01854  -0.33
6 F 6.84845 -19.75427 14.27762  -0.31
7 F 5.27139 -20.92022 13.25931  -0.26
8 F 6.69848 -19.76031 12.14621  -0.30
9 F 7.88547 -16.98179 16.55077  -0.28
10 O 3.52458 -18.74568 14.10387  -0.80
11 O 4.56812 -17.80797 11.98314  -0.86
12 O 6.21471 -13.49246 11.05796  -0.73
13 O 4.06896 -16.09814 15.74461  -0.70
14 O 5.12726 -18.29561 16.41275  -0.61
15 N 5.70934 -17.08031 14.16671  -0.95
16 N 6.91756 -11.84465 9.79885  -0.40
17 C 5.96431 -19.79925 13.27301  0.81
18 C 8.37215 -12.05909 9.77169  -0.42
19 C 5.99271 -12.47231 10.45839  0.55
20 C 6.81288 -16.20573 16.48976  0.79
21 C 6.40620 -10.90130 8.85399  -0.42
22 H 8.72593 -12.42610 8.80823  0.22
23 H 6.83610 -9.91024 8.99925  0.20
24 H 6.74274 -11.26718 7.88395  0.20
25 H 4.97821 -12.06728 10.32072  0.14
26 H 8.81209 -11.10432 10.05972  0.22
27 H 5.33814 -10.68564 8.82538  0.23
28 H 8.69981 -12.78671 10.51419  0.21

The charge is +1. As for the expectation value of S²: 0.767. The spin multiplicity is 2. The calculation puts the orbital gap (alpha / beta) at 9.252 / 3.644 eV. The LUMO energy (alpha / beta) comes out at -3.31 / -8.92 eV.

***

The following is a DFT calculation (the ωB97M-V functional and the def2-TZVPD basis) of a 2-piece molecular cluster, C7H20N2O3Si overall.

Last column: natural (NBO) charge in e.
Cartesian coordinates (Å):
1 Si -3.55483 0.13391 0.59208  1.70
2 O -3.13464 1.72219 0.43886  -1.09
3 O 1.75670 0.87002 -2.77502  -0.66
4 O -2.23580 -0.77670 0.23647  -0.91
5 N 1.84149 2.87211 -3.83435  -0.85
6 N 3.49616 1.28892 -4.16811  -0.85
7 C 0.28693 -2.80880 2.14484  -0.60
8 C -0.25364 0.45716 2.44207  -0.62
9 C 0.79671 0.38380 0.14321  -0.59
10 C 2.32570 1.62492 -3.54073  0.77
11 C 0.48355 -0.40157 1.41815  -0.21
12 C -1.71360 -1.72600 1.17336  -0.05
13 C -0.19915 -1.76046 1.13869  -0.24
14 H 0.98681 3.14620 -3.38911  0.41
15 H -2.08169 -2.71282 0.88103  0.18
16 H -4.61641 -0.18014 -0.38210  -0.25
17 H 1.45228 -0.63460 1.87084  0.19
18 H -1.16812 0.88977 2.04691  0.21
19 H 1.34561 -2.99037 1.98455  0.21
20 H 0.08736 -2.07893 0.13479  0.20
21 H 1.54034 1.15129 0.35540  0.20
22 H -0.26439 -3.74065 2.03015  0.20
23 H 1.23793 -0.27937 -0.59416  0.22
24 H -0.09288 0.84130 -0.28093  0.20
25 H -2.46261 1.80234 -0.23802  0.50
26 H -2.07810 -1.55059 2.18905  0.17
27 H 0.13875 -2.43267 3.15678  0.20
28 H -0.45295 -0.09364 3.36133  0.20
29 H 3.87468 0.38201 -3.97271  0.41
30 H 0.38977 1.29226 2.72335  0.21
31 H -4.00639 -0.09638 1.97416  -0.25
32 H 2.29357 3.50997 -4.46022  0.39
33 H 3.98083 1.89553 -4.80061  0.39

As for the SMILES: CC(C)[C@@H](C)CO[SiH2]O.NC(N)=O. For the energy above the lowest of the compared OMol25 structures with the same formula, charge and spin, the calculation gives 0.0 kcal/mol. The charge is 0. The spin multiplicity is 1. The calculation puts the orbital gap at 10.688 eV. The LUMO energy comes out at 0.65 eV.

***

The following is a DFT calculation (the ωB97M-V functional and the def2-TZVPD basis) of a 3-piece molecular cluster, C6H14O2 overall at a distorted geometry.

Last column: natural (NBO) charge in e.
Cartesian coordinates (Å):
1 O -3.52744 4.27715 1.33808  -0.94
2 O -4.91186 0.27491 -0.14518  -0.94
3 C 0.82302 -0.73371 0.43730  -0.19
4 C 1.78935 -1.22506 -0.29637  -0.05
5 C 0.86718 -1.02682 -2.61083  -0.41
6 C 1.45944 -1.68997 -1.62988  -0.18
7 C 3.22299 -1.07460 -0.21901  -0.63
8 C 1.14947 -0.37728 1.82300  -0.66
9 H -4.31012 0.99279 -0.22414  0.47
10 H 0.19572 -0.00061 2.36620  0.22
11 H 3.53328 -0.96023 0.71563  0.21
12 H -5.77136 0.62300 0.12262  0.47
13 H 1.92187 0.44679 1.88795  0.22
14 H -3.88601 4.19618 2.23354  0.47
15 H 3.53171 -0.38584 -0.97427  0.23
16 H 3.79520 -2.01071 -0.58618  0.21
17 H 0.52041 -1.42352 -3.54248  0.21
18 H 0.73345 0.08819 -2.38740  0.19
19 H 1.63201 -2.78199 -1.65577  0.19
20 H -4.08810 4.74984 0.82312  0.46
21 H 1.52545 -1.22546 2.45552  0.22
22 H -0.20564 -0.73304 0.06857  0.22

As for the SMILES: C=C/C(C)=C/C.O.O. For the energy above the lowest of the compared OMol25 structures with the same formula, charge and spin, the calculation gives 73.1 kcal/mol. The charge is 0. The spin multiplicity is 1. The calculation puts the orbital gap at 9.392 eV. The LUMO energy comes out at 0.60 eV.

***

The following is a DFT calculation (the ωB97M-V functional and the def2-TZVPD basis) of one molecule with the formula C5H15N2O at a distorted geometry.

Last column: natural (NBO) charge in e.
Cartesian coordinates (Å):
1 O -0.40207 -1.98278 3.02347  -0.76
2 N 0.12439 -0.45302 0.69075  -0.66
3 N -0.42769 1.71494 -2.18828  -1.12
4 C -0.27364 0.89613 0.16839  -0.25
5 C -0.56673 -2.60879 1.70105  -0.08
6 C -0.91168 -1.46512 0.81339  -0.24
7 C 1.79903 1.65790 -1.22855  -0.65
8 C 0.44586 0.96268 -1.20314  -0.13
9 H -1.80206 -0.85887 1.09905  0.19
10 H -0.67757 2.70030 -1.93015  0.30
11 H -1.33665 -3.36586 1.85111  0.19
12 H 0.20130 1.66036 0.80844  0.21
13 H 1.80801 2.38041 -0.40805  0.21
14 H -1.37869 1.29724 -2.22386  0.31
15 H 0.71933 -0.43468 1.50584  0.39
16 H 0.39211 -3.10507 1.62147  0.19
17 H -0.55821 -2.59617 3.74231  0.47
18 H 0.65015 -0.10387 -1.44236  0.25
19 H -1.36431 0.93633 0.04554  0.21
20 H 2.24872 2.09735 -2.11407  0.24
21 H -0.08020 1.63517 -3.16342  0.34
22 H 2.58760 0.92084 -1.00547  0.22
23 H -1.19701 -1.88541 -0.16346  0.19

For the energy above the lowest of the compared OMol25 structures with the same formula, charge and spin, the calculation gives 60.0 kcal/mol. The charge is 0. As for the expectation value of S²: 0.751. The spin multiplicity is 2. The calculation puts the orbital gap (alpha / beta) at 4.241 / 9.667 eV. The LUMO energy (alpha / beta) comes out at 0.75 / 0.73 eV.

***

The following is a DFT calculation (the ωB97M-V functional and the def2-TZVPD basis) of one molecule with the formula C27H25BrN2O4.

Last column: natural (NBO) charge in e.
Cartesian coordinates (Å):
1 Br 0.00762 -4.58410 -5.58353  0.06
2 O -0.55947 3.75767 2.25850  -0.61
3 O -3.16716 1.53188 -0.09521  -0.64
4 O -0.40943 -1.04129 2.35022  -0.65
5 O 0.90282 2.06794 2.01888  -0.52
6 N -2.41795 0.68795 1.85789  -0.63
7 N -0.48270 -0.75963 0.08430  -0.64
8 C -2.08380 -1.53650 -3.70391  -0.17
9 C -1.54767 -2.37105 -4.66314  -0.24
10 C -1.03486 -2.82714 -1.97431  -0.14
11 C -0.04942 2.36677 -0.95783  -0.22
12 C 1.59948 -1.28235 1.11739  -0.16
13 C 0.14143 -1.01785 1.25900  0.70
14 C 3.80481 -1.01019 2.04155  -0.22
15 C 2.43874 -0.81663 2.12533  -0.16
16 C 2.14464 -1.97807 0.04151  -0.14
17 C -1.81644 -1.73057 -2.34564  -0.09
18 C -2.36614 -0.79404 -1.38033  -0.19
19 C -0.50274 -3.67615 -2.92589  -0.26
20 C 2.03964 1.18825 -1.00095  -0.21
21 C -2.15629 1.95913 3.95439  -0.40
22 C 3.51057 -2.18387 -0.02887  -0.24
23 C 1.66833 0.57807 -2.18778  -0.24
24 C 0.43857 0.86142 -2.76071  -0.24
25 C -0.13406 2.68817 2.60142  0.81
26 C -2.94915 1.76621 2.66133  -0.23
27 C -0.64006 1.86047 3.75976  -0.52
28 C -0.41893 1.75800 -2.14400  -0.15
29 C 1.18220 2.08577 -0.37825  -0.05
30 C 1.56030 2.72675 0.92913  -0.10
31 C -0.74934 -3.43233 -4.26642  -0.07
32 C -1.80013 -0.38300 -0.23267  0.09
33 C 4.34353 -1.69176 0.96270  -0.19
34 C -2.52398 0.70355 0.52719  0.65
35 H 5.41013 -1.84693 0.89703  0.22
36 H -2.91507 2.67303 2.05000  0.23
37 H 4.45041 -0.63271 2.82037  0.22
38 H -4.00068 1.56999 2.90443  0.20
39 H -0.72254 3.06160 -0.47891  0.24
40 H 1.27102 3.78348 0.93992  0.22
41 H -2.70681 -0.70790 -4.00503  0.22
42 H -2.41263 2.93996 4.35593  0.22
43 H -2.44989 1.20278 4.68457  0.21
44 H -3.30817 -0.33230 -1.64041  0.24
45 H -1.37935 1.98480 -2.57900  0.22
46 H 3.92701 -2.73071 -0.86180  0.22
47 H 3.00064 0.96860 -0.55868  0.22
48 H 2.34386 -0.11491 -2.66841  0.22
49 H 0.15362 0.38702 -3.68851  0.22
50 H -0.13924 2.22571 4.66018  0.24
51 H -1.74750 -2.20507 -5.71069  0.23
52 H -0.87993 -3.04635 -0.92854  0.22
53 H 1.51144 -2.38785 -0.73271  0.20
54 H -0.32967 0.82751 3.60347  0.25
55 H 0.09537 -4.52489 -2.63025  0.23
56 H 2.00556 -0.28782 2.95968  0.24
57 H 2.63209 2.62564 1.11881  0.20
58 H 0.09744 -0.85512 -0.74219  0.43
59 H -1.88007 -0.04903 2.30971  0.44

As for the SMILES: O=C(CCCNC(=O)/C(=C/c1ccc(Br)cc1)NC(=O)c1ccccc1)OCc1ccccc1. The charge is 0. The spin multiplicity is 1. The calculation puts the orbital gap at 8.427 eV. The LUMO energy comes out at -0.04 eV.

***

The following is a DFT calculation (the ωB97M-V functional and the def2-TZVPD basis) of CHF4NO3SV as an isolated structure at a distorted geometry.

Last column: natural (NBO) charge in e.
Cartesian coordinates (Å):
1 V 0.05992 2.73808 0.25165  1.32
2 S -0.41034 0.15005 -0.49299  2.30
3 F 0.26461 4.46105 0.28192  -0.64
4 F 1.66390 -2.05668 0.74371  -0.32
5 F 1.03994 -2.07944 -1.25721  -0.31
6 F -0.32914 -2.74761 0.19166  -0.33
7 O -0.99658 1.23848 0.99326  -1.02
8 O -1.40044 -0.36230 -1.41186  -0.78
9 O 0.53040 1.25439 -0.86466  -0.92
10 N -0.14402 -0.51094 0.87374  -0.72
11 C 0.59669 -1.79823 -0.01830  0.90
12 H -1.80376 1.05799 1.49275  0.53

The charge is 0. As for the expectation value of S²: 3.755. The spin multiplicity is 4. The calculation puts the orbital gap (alpha / beta) at 7.974 / 9.852 eV. The LUMO energy (alpha / beta) comes out at -0.86 / -1.08 eV.

***

What did the fourth record say?
The following is a DFT calculation (the ωB97M-V functional and the def2-TZVPD basis) of a 2-piece molecular cluster, C7H20N2O3Si overall.

Last column: natural (NBO) charge in e.
Cartesian coordinates (Å):
1 Si -3.55483 0.13391 0.59208  1.70
2 O -3.13464 1.72219 0.43886  -1.09
3 O 1.75670 0.87002 -2.77502  -0.66
4 O -2.23580 -0.77670 0.23647  -0.91
5 N 1.84149 2.87211 -3.83435  -0.85
6 N 3.49616 1.28892 -4.16811  -0.85
7 C 0.28693 -2.80880 2.14484  -0.60
8 C -0.25364 0.45716 2.44207  -0.62
9 C 0.79671 0.38380 0.14321  -0.59
10 C 2.32570 1.62492 -3.54073  0.77
11 C 0.48355 -0.40157 1.41815  -0.21
12 C -1.71360 -1.72600 1.17336  -0.05
13 C -0.19915 -1.76046 1.13869  -0.24
14 H 0.98681 3.14620 -3.38911  0.41
15 H -2.08169 -2.71282 0.88103  0.18
16 H -4.61641 -0.18014 -0.38210  -0.25
17 H 1.45228 -0.63460 1.87084  0.19
18 H -1.16812 0.88977 2.04691  0.21
19 H 1.34561 -2.99037 1.98455  0.21
20 H 0.08736 -2.07893 0.13479  0.20
21 H 1.54034 1.15129 0.35540  0.20
22 H -0.26439 -3.74065 2.03015  0.20
23 H 1.23793 -0.27937 -0.59416  0.22
24 H -0.09288 0.84130 -0.28093  0.20
25 H -2.46261 1.80234 -0.23802  0.50
26 H -2.07810 -1.55059 2.18905  0.17
27 H 0.13875 -2.43267 3.15678  0.20
28 H -0.45295 -0.09364 3.36133  0.20
29 H 3.87468 0.38201 -3.97271  0.41
30 H 0.38977 1.29226 2.72335  0.21
31 H -4.00639 -0.09638 1.97416  -0.25
32 H 2.29357 3.50997 -4.46022  0.39
33 H 3.98083 1.89553 -4.80061  0.39

As for the SMILES: CC(C)[C@@H](C)CO[SiH2]O.NC(N)=O. For the energy above the lowest of the compared OMol25 structures with the same formula, charge and spin, the calculation gives 0.0 kcal/mol. The charge is 0. The spin multiplicity is 1. The calculation puts the orbital gap at 10.688 eV. The LUMO energy comes out at 0.65 eV.

***

What did the fifth record say?
The following is a DFT calculation (the ωB97M-V functional and the def2-TZVPD basis) of a 3-piece molecular cluster, C6H14O2 overall at a distorted geometry.

Last column: natural (NBO) charge in e.
Cartesian coordinates (Å):
1 O -3.52744 4.27715 1.33808  -0.94
2 O -4.91186 0.27491 -0.14518  -0.94
3 C 0.82302 -0.73371 0.43730  -0.19
4 C 1.78935 -1.22506 -0.29637  -0.05
5 C 0.86718 -1.02682 -2.61083  -0.41
6 C 1.45944 -1.68997 -1.62988  -0.18
7 C 3.22299 -1.07460 -0.21901  -0.63
8 C 1.14947 -0.37728 1.82300  -0.66
9 H -4.31012 0.99279 -0.22414  0.47
10 H 0.19572 -0.00061 2.36620  0.22
11 H 3.53328 -0.96023 0.71563  0.21
12 H -5.77136 0.62300 0.12262  0.47
13 H 1.92187 0.44679 1.88795  0.22
14 H -3.88601 4.19618 2.23354  0.47
15 H 3.53171 -0.38584 -0.97427  0.23
16 H 3.79520 -2.01071 -0.58618  0.21
17 H 0.52041 -1.42352 -3.54248  0.21
18 H 0.73345 0.08819 -2.38740  0.19
19 H 1.63201 -2.78199 -1.65577  0.19
20 H -4.08810 4.74984 0.82312  0.46
21 H 1.52545 -1.22546 2.45552  0.22
22 H -0.20564 -0.73304 0.06857  0.22

As for the SMILES: C=C/C(C)=C/C.O.O. For the energy above the lowest of the compared OMol25 structures with the same formula, charge and spin, the calculation gives 73.1 kcal/mol. The charge is 0. The spin multiplicity is 1. The calculation puts the orbital gap at 9.392 eV. The LUMO energy comes out at 0.60 eV.